The following is a DFT calculation (wB97M-V/def2-TZVPD) of a molecular structure, C17H22F3N4O3PPd in a non-equilibrium geometry.

```
51
Properties=species:S:1:pos:R:3:forces:R:3:mulliken_charge:R:1
Pd -0.674 2.014 0.834 -2.3 1.6 0.1 -0.108
F -1.733 -0.993 4.491 -0.2 0.0 0.1 -0.216
C -0.497 -0.590 4.292 -0.1 0.1 0.1 0.856
F 0.302 -1.644 4.203 0.2 -0.2 -0.1 -0.216
F -0.100 0.167 5.314 0.0 0.1 -0.1 -0.234
C -0.418 0.246 2.989 0.8 -0.3 0.4 0.451
O 0.761 0.227 2.454 -0.3 -0.4 1.5 -0.532
O -1.388 0.843 2.570 -0.1 0.3 -0.4 -0.572
C -0.731 3.553 -0.566 -0.5 0.0 0.5 -0.876
C -1.828 3.757 0.364 0.6 -0.1 -0.5 0.117
C -3.142 3.250 0.144 0.0 0.1 -0.3 -0.643
C -4.034 3.195 1.171 -0.1 0.0 0.2 -0.576
C -3.655 3.608 2.473 -0.1 -0.1 -0.2 0.726
C -2.388 4.081 2.728 0.1 0.1 0.0 -0.839
C -1.466 4.146 1.680 0.2 -0.1 0.1 0.185
C -4.609 3.514 3.539 -0.1 0.0 0.1 -0.319
N -5.363 3.420 4.399 0.0 0.0 0.0 -0.331
H 0.127 4.202 -0.431 0.1 0.0 -0.1 0.458
H -0.929 3.253 -1.588 -0.1 0.0 0.0 0.361
H -3.428 2.932 -0.851 0.0 0.0 0.0 0.495
H -5.038 2.825 1.008 0.0 0.0 0.0 0.535
H -2.115 4.407 3.721 0.0 0.0 0.0 0.548
H -0.492 4.589 1.850 0.0 0.1 0.0 0.466
C 4.460 0.659 -0.451 -0.1 0.1 0.0 -0.732
N 3.681 1.976 -0.616 0.0 0.1 -0.2 0.155
C 4.052 2.890 0.546 0.1 0.2 -0.1 -0.824
N 3.762 2.255 1.774 0.0 -0.2 0.1 0.208
C 4.524 1.007 1.901 -0.2 0.1 0.0 -0.776
N 4.190 0.091 0.814 -0.1 -0.1 0.1 0.229
C 2.834 -0.442 0.953 -0.1 0.6 0.1 -1.697
P 1.532 0.898 0.957 11.0 3.5 5.4 3.490
C 2.195 1.777 -0.628 0.5 0.1 0.5 -1.080
C 2.349 2.151 2.112 -0.1 0.2 -0.3 -0.846
H 5.513 0.918 -0.548 0.0 0.0 0.0 0.375
H 4.160 0.004 -1.266 0.0 0.0 0.0 0.374
H 3.961 2.421 -1.495 0.1 0.0 0.0 0.348
H 3.492 3.815 0.423 0.0 0.0 0.0 0.395
H 5.118 3.090 0.456 0.1 0.0 0.0 0.355
H 4.297 0.537 2.856 0.0 0.0 0.0 0.376
H 5.587 1.238 1.872 0.0 0.0 0.0 0.319
H 2.787 -1.017 1.874 -0.1 -0.1 0.0 0.307
H 2.622 -1.102 0.110 0.1 -0.1 0.0 0.502
H 1.779 2.776 -0.722 -0.2 0.0 -0.1 0.501
H 1.920 1.190 -1.498 0.1 0.0 -0.2 0.258
H 2.234 1.826 3.140 0.1 0.0 0.1 0.443
H 1.887 3.134 2.003 0.0 0.0 0.0 0.298
C -0.067 -0.981 0.268 -0.4 -0.7 -0.6 -1.056
O 0.461 0.387 0.174 -8.8 -4.8 -6.2 -0.787
H -1.129 -0.965 0.071 -0.1 0.2 -0.1 0.277
H 0.126 -1.419 1.236 0.1 0.0 0.0 0.466
H 0.442 -1.553 -0.500 0.0 0.0 -0.1 0.385
```
Positions in Å, forces in eV/Å.

Calculated values
DFT total energy = -1873.91759 hartree
E_HOMO (alpha / beta) = -15.27 / -15.27 eV
HOMO-LUMO gap (alpha / beta) = 7.66 / 7.66 eV
charge = +2
ΔE to the lowest compared entry with this formula, charge and spin = 1.949 eV
largest force on an atom = 0.2471 Eh/bohr